Molecular formula: C5H15NO2
Method: DFT, ωB97M-V/def2-TZVPD

XYZ file:
```
23
Properties=species:S:1:pos:R:3:forces:R:3:lowdin_charge:R:1
C -1.3195 -1.5639 1.7013 -0.284 0.571 0.656 -0.1117
C -1.0192 -0.2361 0.9940 -0.372 -0.363 -0.434 -0.2679
N 0.0354 1.9488 -0.7394 0.185 -0.295 0.198 0.0893
C 0.3858 0.5905 -0.9204 0.388 0.349 -0.175 -0.4146
C -0.0265 -0.3983 -0.1310 -0.168 0.511 0.206 -0.1044
C 1.2694 0.3518 -2.1080 -0.645 -0.150 -0.681 -0.0541
H -1.5580 -1.3335 2.7468 -0.080 -0.323 -0.131 0.0685
H -0.4932 -2.2745 1.7078 0.003 0.084 -0.168 0.0708
H -2.2054 -2.0031 1.2490 0.120 -0.407 0.035 0.0588
H -1.9492 0.0666 0.5018 -0.183 0.206 0.179 0.0953
H -0.8528 0.5534 1.7459 0.593 -0.148 -0.401 0.1036
H 0.8702 2.5200 -0.7909 -0.096 0.159 -0.233 0.0826
H -0.3826 2.1122 0.1655 -0.162 -0.007 0.044 0.0651
H 0.2847 -1.3925 -0.4015 0.001 -0.306 0.088 0.0991
H 1.7112 -0.6327 -2.0643 0.385 -0.118 0.144 0.0725
H 2.0090 1.1255 -2.2454 0.546 0.146 0.305 0.0681
H 0.7234 0.3743 -3.0643 -0.266 0.058 0.359 0.0849
H 4.9882 2.0657 1.9603 0.019 0.036 0.047 0.0291
H 3.5895 1.5166 2.2551 0.153 -0.016 -0.096 0.0323
O 4.3302 1.4429 1.6410 -0.185 -0.019 0.035 -0.0623
H -3.9607 -1.4234 -0.8111 0.163 -0.236 -0.438 0.0328
H -2.7767 -1.5137 -1.7893 -0.486 -0.204 0.126 0.0343
O -3.6533 -1.8966 -1.6030 0.371 0.471 0.334 -0.0721
```
Forces are in eV/Å.

ΔE to the lowest compared entry with this formula, charge and spin = 26.8 kcal per mole
Kohn-Sham gap = 8.82 eV
LUMO energy = 0.0208 Ha
SMILES string = CC/C=C(/C)N.O.O

***

Molecular formula: C5H15NO2
Method: DFT, ωB97M-V/def2-TZVPD

XYZ file:
```
23
Properties=species:S:1:pos:R:3:forces:R:3:lowdin_charge:R:1
C 0.0582 1.1356 0.1939 0.453 -1.417 2.194 -0.1517
N 0.2074 0.0260 -0.8023 -0.784 4.338 -2.592 0.2280
C 1.0613 0.4901 -1.9247 2.114 -1.145 0.578 -0.2383
O 1.0045 -0.2040 -3.0938 -0.851 0.167 0.295 0.0446
C -0.8377 0.6825 1.3481 -0.131 0.785 0.060 -0.2062
C -0.3701 -0.5443 2.1087 -0.028 -0.408 -0.834 -0.2590
C 1.0305 -0.4249 2.7188 0.320 -1.063 -0.526 -0.0934
H -0.3270 2.0934 -0.1941 0.125 -0.622 -0.631 0.1565
H 1.0554 1.2992 0.6216 -0.022 0.173 -0.427 0.1312
H -0.6786 -0.1706 -1.2922 -0.256 -1.180 0.837 0.1321
H 0.9005 1.5719 -2.0499 -0.684 0.167 0.146 0.1766
H 2.1063 0.4988 -1.5613 -0.152 -0.255 -0.114 0.1716
H 0.0859 -0.1646 -3.4305 0.387 -0.254 -0.056 0.1040
H -0.8426 1.4930 2.0895 -0.066 0.123 -0.323 0.1311
H -1.8641 0.6295 0.9725 -0.017 -0.331 0.156 0.1193
H -0.3384 -1.4305 1.4524 0.095 0.215 -0.204 0.1067
H -1.1912 -0.8251 2.7621 0.300 0.209 0.730 0.1138
H 1.7984 -0.4551 1.9381 -0.176 0.147 -0.318 0.0645
H 1.2279 -1.3867 3.2085 0.021 0.547 0.561 0.0863
H 1.3104 0.4462 3.3083 -0.609 -0.107 0.407 0.0844
H -1.7811 -1.7244 -2.0363 -0.278 0.291 -0.232 0.0671
H -1.8018 -1.8662 -3.4995 -0.085 0.050 -0.636 0.0723
O -1.8141 -1.1695 -2.8381 0.321 -0.430 0.929 -0.0417
```
Forces are in eV/Å.

ΔE to the lowest compared entry with this formula, charge and spin = 46.4 kcal per mole
Kohn-Sham gap (alpha / beta) = 12.03 / 6.62 eV
Total charge = +1
LUMO energy (alpha / beta) = -0.1131 / -0.3115 Ha
Multiplicity = 2

***

Molecular formula: C5H15NO5
Method: DFT, ωB97M-V/def2-TZVPD

XYZ file:
```
26
Properties=species:S:1:pos:R:3:forces:R:3:lowdin_charge:R:1
O 0.8616 3.7335 -0.7411 -0.786 -0.035 0.072 0.2075
C 0.0271 2.8774 -0.7770 0.415 -0.686 -0.453 -0.1841
N 0.3932 1.5397 -0.5033 -1.718 -1.577 0.788 0.2541
C -0.4401 0.3312 -0.6319 0.137 -1.518 0.107 -0.3041
C -1.9728 0.4736 -0.4206 0.134 1.036 0.657 -0.0764
C -2.3675 -0.8302 0.3381 0.140 -0.132 -1.735 -0.1909
O -2.1546 -1.8199 -0.3119 -0.305 -0.298 0.853 0.0861
C -0.0603 -0.3742 -1.9591 -0.897 0.625 -2.000 0.0042
H -1.0378 2.8198 -0.9837 -0.381 1.339 -0.426 0.1477
H 1.0615 1.3990 0.2280 1.880 -0.167 0.434 0.1160
H -0.1718 -0.3515 0.2138 0.644 0.802 -0.728 0.1321
H -2.0120 1.3804 0.1963 -1.029 -0.210 0.029 0.1090
H -2.6333 0.5211 -1.3205 0.817 0.229 0.594 0.1509
H -2.8304 -0.8613 1.3341 0.104 0.305 0.050 0.1458
H -0.8577 -0.9830 -2.4008 -0.220 -0.151 1.080 0.0974
H -0.0771 0.4145 -2.7418 0.822 -0.254 0.348 0.1007
H 0.8136 -1.0158 -1.9943 0.358 0.474 0.403 0.0884
H 1.8956 -3.3901 0.6316 -0.173 -0.251 -0.080 0.0406
H 0.6225 -4.1059 0.1424 -0.006 -0.033 0.069 0.0521
O 1.1094 -3.2785 0.0841 0.188 0.466 0.020 -0.0551
H 3.0855 -0.2261 0.5476 -0.567 -0.397 -0.156 0.0728
H 3.2672 0.9759 1.3209 -0.548 0.285 0.459 0.0808
O 2.5422 0.3725 1.0830 0.996 0.219 -0.402 -0.0406
H 1.3180 -1.5897 3.1618 -0.151 0.020 0.438 0.0426
H 0.5608 -1.3477 1.9234 -0.230 -0.212 -0.068 -0.0233
O 0.4089 -1.4475 2.8702 0.376 0.121 -0.352 -0.0543
```
Forces are in eV/Å.

ΔE to the lowest compared entry with this formula, charge and spin = 0.0 kcal per mole
Kohn-Sham gap (alpha / beta) = 10.04 / 5.09 eV
Total charge = +1
LUMO energy (alpha / beta) = -0.1416 / -0.3194 Ha
Multiplicity = 2